No. 1
Computed, not measured: a single C4H14N3 molecule in a non-equilibrium geometry, with the ωB97M-V functional and the def2-TZVPD basis.

The geometry in XYZ format:
```
21
Properties=species:S:1:pos:R:3:mulliken_charge:R:1
N -0.927 -0.551 -1.903 -2.232
C -0.932 -1.258 -0.588 -1.086
C 0.459 -1.496 -0.038 -1.059
N 1.314 -0.313 0.021 -0.348
C 1.219 0.490 1.233 -0.557
C -0.019 1.346 1.318 -0.857
N -0.607 1.702 0.011 -0.522
H -1.218 0.436 -1.774 0.679
H -1.533 -1.099 -2.557 1.131
H 0.032 -0.395 -2.330 0.754
H -1.360 -2.240 -0.748 0.726
H -1.501 -0.737 0.174 0.051
H 1.026 -2.072 -0.781 0.758
H 0.299 -1.926 0.964 0.291
H 2.287 -0.594 -0.071 0.252
H 1.194 -0.162 2.129 0.293
H 2.126 1.062 1.424 0.465
H 0.245 2.241 1.904 0.347
H -0.805 0.909 1.945 0.332
H -1.381 2.350 0.102 0.263
H 0.082 2.308 -0.434 0.319
```

Results
F_max in hartree/bohr: 0.0336
⟨S²⟩: 0.75
E in eV: -8841.5426
Spin multiplicity: 2
ΔE to the lowest compared entry with this formula, charge and spin in kcal/mol: 41.8
Gap between HOMO and LUMO (alpha / beta) in eV: 3.80 / 10.11
E_HOMO (alpha / beta) in Eh: -0.110 / -0.346

=====

No. 2
Computed, not measured: 2 unconnected molecules or ions with the total composition C4H14N3 in a non-equilibrium geometry, with the ωB97M-V functional and the def2-TZVPD basis.

The geometry in XYZ format:
```
21
Properties=species:S:1:pos:R:3:mulliken_charge:R:1
C 1.969 -0.735 1.902 -0.899
C 2.044 0.753 1.486 -0.341
H 1.654 -1.398 1.117 0.287
H 2.852 -1.080 2.414 0.328
H 1.247 -0.662 2.721 0.219
H 2.928 0.906 0.873 0.328
H 1.353 0.749 0.574 -0.233
H 1.770 1.327 2.360 0.345
C -0.610 0.049 -2.698 -0.963
C -1.480 -0.066 -0.462 0.709
N -1.686 -0.339 -1.767 -0.186
N -2.151 -0.742 0.464 -0.385
N -0.893 1.073 -0.084 -0.371
H -2.028 -1.282 -1.913 0.299
H -2.685 -1.577 0.267 0.185
H -2.225 -0.596 1.462 0.222
H -0.204 1.530 -0.658 0.237
H -1.111 1.657 0.712 0.202
H -0.711 -0.396 -3.683 0.345
H 0.403 -0.286 -2.336 0.349
H -0.436 1.115 -2.750 0.322
```

Results
F_max in hartree/bohr: 0.0761
E in eV: -8838.5949
Charge: +1
ΔE to the lowest compared entry with this formula, charge and spin in kcal/mol: 32.9
Gap between HOMO and LUMO in eV: 10.90
E_HOMO in Eh: -0.524

=====

No. 3
Computed, not measured: 2 unconnected molecules or ions with the total composition C4H14N3 in a non-equilibrium geometry, with the ωB97M-V functional and the def2-TZVPD basis.

The geometry in XYZ format:
```
21
Properties=species:S:1:pos:R:3:mulliken_charge:R:1
C -0.231 2.519 1.096 -1.252
C -1.861 -0.805 0.936 -0.799
C -1.139 1.373 1.429 -0.353
C 2.110 -1.796 -1.303 -0.106
N 2.737 -2.068 -2.471 -0.419
N 1.105 -1.044 -1.278 -0.541
N -1.088 0.258 0.419 -0.274
H -0.593 3.377 1.626 0.357
H 0.778 2.336 1.361 0.370
H -0.153 2.742 0.052 0.367
H -1.390 -1.429 1.770 0.312
H -2.682 -0.271 1.486 0.345
H -2.266 -1.359 0.073 0.331
H -2.121 1.677 1.472 0.428
H -0.818 0.791 2.307 0.334
H 2.406 -2.177 -0.434 0.413
H 3.633 -2.604 -2.550 0.233
H 2.466 -1.658 -3.375 0.206
H 0.757 -0.614 -2.104 0.106
H -0.068 0.040 -0.089 0.510
H -1.582 0.712 -0.423 0.433
```

Results
F_max in hartree/bohr: 0.1062
E in eV: -8838.0613
Charge: +1
ΔE to the lowest compared entry with this formula, charge and spin in kcal/mol: 45.2
Gap between HOMO and LUMO in eV: 10.18
E_HOMO in Eh: -0.477

=====

No. 4
Computed, not measured: 2 unconnected molecules or ions with the total composition C4H14N3, with the ωB97M-V functional and the def2-TZVPD basis.

The geometry in XYZ format:
```
21
Properties=species:S:1:pos:R:3:mulliken_charge:R:1
C 1.749 1.463 -0.345 -0.058
C 1.513 0.796 -1.485 -0.409
N 0.540 -0.314 -1.448 -0.186
N 2.728 2.369 -0.155 -0.405
H 1.133 1.252 0.523 0.235
H 2.040 0.915 -2.416 0.378
H 0.988 -1.233 -1.503 0.398
H -0.005 -0.307 -0.575 0.017
H -0.141 -0.255 -2.209 0.436
H 3.213 2.732 -0.961 0.232
H 2.650 3.015 0.613 0.251
C -3.138 -1.885 1.057 -1.261
C -1.820 -1.296 0.587 -0.219
N -1.030 -0.762 1.714 -0.574
H -3.745 -1.119 1.534 0.315
H -3.690 -2.290 0.207 0.360
H -2.958 -2.699 1.757 0.328
H -1.255 -2.067 0.054 0.333
H -2.026 -0.496 -0.138 0.306
H -0.109 -1.170 1.805 0.270
H -0.940 0.245 1.699 0.253
```

Results
F_max in hartree/bohr: 0.0135
E in eV: -8838.1453
Charge: +1
ΔE to the lowest compared entry with this formula, charge and spin in kcal/mol: 43.3
Gap between HOMO and LUMO in eV: 9.64
E_HOMO in Eh: -0.478

=====

No. 5
Computed, not measured: 2 unconnected molecules or ions with the total composition C4H14N3 in a non-equilibrium geometry, with the ωB97M-V functional and the def2-TZVPD basis.

The geometry in XYZ format:
```
21
Properties=species:S:1:pos:R:3:mulliken_charge:R:1
C 1.675 1.403 -0.433 -0.981
C -0.259 0.679 0.970 0.551
N 1.040 0.678 0.669 -0.103
N -1.111 1.384 0.239 -0.335
N -0.592 0.200 2.191 -0.450
H 1.585 0.353 1.444 0.229
H -0.664 1.912 -0.488 0.253
H -2.079 1.109 0.133 0.267
H -0.205 -0.688 2.476 0.257
H -1.544 0.359 2.455 0.244
H 1.636 2.486 -0.266 0.398
H 1.086 1.225 -1.329 0.326
H 2.727 1.148 -0.438 0.293
C -0.415 -2.563 -1.114 -0.900
C -0.265 -1.399 -2.097 -0.326
H 0.107 -3.456 -1.451 0.312
H 0.061 -2.351 -0.146 0.230
H -1.445 -2.799 -0.856 0.280
H 0.265 -1.664 -3.006 0.397
H -1.247 -1.020 -2.384 0.269
H 0.296 -0.583 -1.645 -0.212
```

Results
F_max in hartree/bohr: 0.0334
E in eV: -8839.5422
Charge: +1
ΔE to the lowest compared entry with this formula, charge and spin in kcal/mol: 11.1
Gap between HOMO and LUMO in eV: 11.88
E_HOMO in Eh: -0.549

=====

No. 6
Computed, not measured: 2 unconnected molecules or ions with the total composition C4H14N3 in a non-equilibrium geometry, with the ωB97M-V functional and the def2-TZVPD basis.

The geometry in XYZ format:
```
21
Properties=species:S:1:pos:R:3:mulliken_charge:R:1
C -2.775 0.617 -0.192 -1.161
C -0.981 -0.930 -0.755 0.722
N -1.363 0.318 -0.498 -0.111
N -1.680 -1.953 -0.282 -0.366
N 0.200 -1.147 -1.340 -0.315
H -0.721 1.082 -0.647 0.263
H -2.613 -1.787 0.071 0.223
H -1.464 -2.911 -0.502 0.224
H 0.803 -0.389 -1.611 0.200
H 0.404 -2.052 -1.732 0.225
H -3.424 0.333 -1.013 0.404
H -2.831 1.704 -0.110 0.360
H -3.017 0.311 0.827 0.402
C 2.401 0.398 1.569 -0.899
C 2.448 1.307 0.326 -0.680
H 3.165 0.735 2.267 0.327
H 1.429 0.507 2.072 0.265
H 2.449 -0.678 1.382 0.290
H 3.453 1.256 -0.084 0.335
H 1.791 0.963 -0.465 0.020
H 2.325 2.316 0.718 0.272
```

Results
F_max in hartree/bohr: 0.0361
E in eV: -8839.6660
Charge: +1
ΔE to the lowest compared entry with this formula, charge and spin in kcal/mol: 8.2
Gap between HOMO and LUMO in eV: 11.72
E_HOMO in Eh: -0.541

=====

No. 7
Computed, not measured: 2 unconnected molecules or ions with the total composition C4H14N3 in a non-equilibrium geometry, with the ωB97M-V functional and the def2-TZVPD basis.

The geometry in XYZ format:
```
21
Properties=species:S:1:pos:R:3:mulliken_charge:R:1
C -2.731 0.972 0.618 -1.101
C -0.710 1.336 -0.731 0.673
N -1.458 0.548 0.034 -0.141
N -1.056 2.644 -0.835 -0.400
N 0.460 0.894 -1.247 -0.346
H -1.123 -0.168 0.652 0.281
H -2.040 2.839 -1.058 0.265
H -0.319 3.270 -1.017 0.205
H 0.669 -0.107 -1.337 0.259
H 1.063 1.481 -1.791 0.190
H -3.207 0.477 1.433 0.333
H -3.548 1.072 -0.144 0.354
H -2.631 1.948 1.070 0.412
C 1.510 -2.681 0.800 -0.773
C 2.577 -1.583 0.342 -0.870
H 1.950 -3.554 0.299 0.305
H 1.443 -2.821 1.900 0.271
H 0.521 -2.554 0.384 0.237
H 3.401 -1.589 1.043 0.316
H 2.310 -0.535 0.218 0.216
H 2.917 -1.890 -0.632 0.312
```

Results
F_max in hartree/bohr: 0.0636
E in eV: -8838.7639
Charge: +1
ΔE to the lowest compared entry with this formula, charge and spin in kcal/mol: 29.0
Gap between HOMO and LUMO in eV: 11.59
E_HOMO in Eh: -0.548

=====

No. 8
Computed, not measured: 2 unconnected molecules or ions with the total composition C4H14N3O in a non-equilibrium geometry, with the ωB97M-V functional and the def2-TZVPD basis.

The geometry in XYZ format:
```
22
Properties=species:S:1:pos:R:3:mulliken_charge:R:1
C 1.823 0.165 -0.834 -0.758
C 0.524 0.628 -1.498 -0.578
C -0.798 -0.089 -1.270 -0.439
N -2.122 -2.114 0.696 -0.392
C -1.916 -0.763 0.768 0.016
N -1.424 0.176 0.052 -0.395
N 1.556 -0.236 0.594 -0.015
H 2.485 0.990 -0.851 0.361
H 2.321 -0.514 -1.565 0.381
H 0.701 0.634 -2.607 0.383
H 0.555 1.665 -1.196 0.300
H -0.801 -1.138 -1.559 0.268
H -1.290 0.522 -2.195 0.221
H -2.396 -2.641 1.556 0.231
H -2.100 -2.637 -0.150 0.201
H -2.352 -0.355 1.635 0.386
H 2.365 -0.629 1.119 0.416
H 0.815 -0.913 0.580 0.240
H 1.398 0.581 1.077 0.240
H 0.298 2.503 2.629 0.321
H -0.119 2.260 1.167 0.295
O 0.477 1.905 1.851 -0.685
```

Results
F_max in hartree/bohr: 0.0921
E in eV: -10885.4657
Charge: +1
ΔE to the lowest compared entry with this formula, charge and spin in kcal/mol: 62.2
Gap between HOMO and LUMO in eV: 9.80
E_HOMO in Eh: -0.470

=====

No. 9
Computed, not measured: 2 unconnected molecules or ions with the total composition C4H14N3O in a non-equilibrium geometry, with the ωB97M-V functional and the def2-TZVPD basis.

The geometry in XYZ format:
```
22
Properties=species:S:1:pos:R:3:mulliken_charge:R:1
C -1.017 -0.455 -1.591 -0.707
C 0.506 -0.349 -1.428 -0.565
C 0.854 1.025 -0.695 -0.600
N 2.145 2.304 1.512 -0.366
C 0.918 1.710 1.583 -0.069
N 0.378 1.043 0.639 -0.325
N -1.649 -0.692 -0.234 -0.209
H -1.404 -1.324 -2.120 0.382
H -1.432 0.396 -2.131 0.393
H 1.003 -0.342 -2.390 0.346
H 0.915 -1.100 -0.752 0.280
H 0.323 1.786 -1.292 0.237
H 1.874 1.351 -0.932 0.331
H 2.308 3.029 2.201 0.232
H 2.779 2.298 0.737 0.210
H 0.469 1.866 2.557 0.341
H -2.668 -0.649 -0.233 0.365
H -1.257 0.127 0.342 0.458
H -1.351 -1.583 0.192 0.306
H -1.315 -4.006 0.821 0.307
H -1.054 -3.329 2.061 0.297
O -1.325 -3.107 1.154 -0.644
```

Results
F_max in hartree/bohr: 0.0475
E in eV: -10886.9141
Charge: +1
ΔE to the lowest compared entry with this formula, charge and spin in kcal/mol: 28.8
Gap between HOMO and LUMO in eV: 10.01
E_HOMO in Eh: -0.464

=====

No. 10
Computed, not measured: 2 unconnected molecules or ions with the total composition C4H14N3O in a non-equilibrium geometry, with the ωB97M-V functional and the def2-TZVPD basis.

The geometry in XYZ format:
```
22
Properties=species:S:1:pos:R:3:mulliken_charge:R:1
C -1.030 -1.396 0.450 -0.548
C 0.429 -1.772 0.286 -0.516
C 1.352 -0.573 0.047 -0.637
N 0.376 1.014 -3.132 -0.320
C 0.603 0.170 -2.192 0.150
N 0.697 0.444 -0.805 -0.151
N -1.211 -0.239 1.426 -0.140
H -1.657 -2.254 0.828 0.399
H -1.492 -1.049 -0.548 0.319
H 0.779 -2.365 1.168 0.359
H 0.491 -2.423 -0.569 0.360
H 1.611 -0.105 0.978 0.433
H 2.365 -0.901 -0.427 0.362
H 0.222 1.911 -2.765 0.263
H 0.682 -0.872 -2.422 0.451
H 0.969 1.412 -0.629 0.304
H -0.750 0.644 1.020 0.176
H -2.113 0.001 1.584 0.359
H -0.831 -0.471 2.338 0.372
H -1.078 3.200 0.598 0.338
H 0.099 3.081 1.646 0.315
O -0.513 2.543 1.121 -0.649
```

Results
F_max in hartree/bohr: 0.0895
⟨S²⟩: 0.78
E in eV: -10873.4838
Charge: +2
Spin multiplicity: 2
ΔE to the lowest compared entry with this formula, charge and spin in kcal/mol: 43.5
Gap between HOMO and LUMO (alpha / beta) in eV: 12.50 / 7.62
E_HOMO (alpha / beta) in Eh: -0.740 / -0.736